No. 1
Below is a molecular structure, C16H19N8O4S2Se3TaTe, with properties calculated with ωB97M-V/def2-TZVPD.

The geometry in XYZ format:
```
54
Properties=species:S:1:pos:R:3:forces:R:3:lowdin_charge:R:1
Ta 10.164992 11.952419 10.442008 -0.7 0.9 -0.7 0.9189
Te 10.946791 14.726455 8.043541 -0.6 0.1 0.3 0.4654
Se 8.991963 13.992588 9.517419 0.2 0.6 -0.6 -0.0417
Se 11.937378 12.536919 8.586061 -0.2 -0.5 0.3 0.0402
Se 8.737344 10.722872 8.522057 -0.1 0.6 0.3 0.2340
S 8.721867 10.184220 11.900341 0.5 -0.5 0.1 0.7237
S 8.540174 8.568081 9.043091 0.2 -0.4 0.4 0.5757
O 11.375734 10.527622 10.581654 0.8 -1.6 -0.1 -0.4056
O 13.155801 6.216550 11.338606 0.0 0.7 0.0 0.1382
O 11.286659 8.259065 10.472208 0.6 1.8 0.3 0.0724
O 14.733487 6.425687 12.893275 0.8 -0.6 0.5 0.1583
N 7.761608 12.545613 12.258350 -0.3 1.4 0.9 -0.0204
N 6.205480 10.991181 11.806697 -1.7 1.8 0.5 0.1888
N 7.335474 8.661635 6.618669 0.2 0.0 0.4 0.0146
N 13.180131 9.957548 14.079629 -0.8 0.9 -0.1 0.0321
N 9.105784 12.885788 12.247603 0.8 -0.4 -0.3 -0.2034
N 11.566375 13.169333 11.856193 0.4 -0.6 -0.5 -0.0282
N 7.429026 6.672296 7.495633 -0.8 0.4 -1.7 0.0705
N 12.398813 10.314965 13.026904 0.9 0.0 0.5 0.1227
C 13.717505 8.762214 13.918452 0.2 -0.8 -0.2 -0.0060
C 8.945702 13.615220 14.569492 0.1 -0.1 0.3 0.0275
C 12.888776 13.192674 11.619908 -1.0 -0.6 -1.5 -0.1595
C 7.452688 11.276939 12.014327 1.0 -0.5 -0.5 -0.8397
C 13.281089 8.234894 12.724142 0.8 -0.1 0.1 -0.0231
C 7.744669 7.935336 7.672684 -0.3 1.3 -1.1 -0.7321
C 9.687798 13.394776 13.287294 -0.8 -0.1 -0.3 -0.1909
C 12.524407 9.284677 12.176048 -0.3 0.2 1.4 -0.1718
C 13.785696 13.819511 12.418718 1.1 0.2 0.8 -0.0161
C 11.108973 13.690346 13.015359 0.3 -0.6 -0.1 -0.2049
C 13.805356 6.875839 12.315605 -1.2 0.6 -0.8 -0.4761
C 6.807436 7.847062 5.530676 -0.3 -0.5 0.8 -0.0897
C 11.696829 9.291243 10.994924 -0.7 -1.4 -1.0 -0.4889
C 11.987624 14.319838 13.862026 0.2 1.3 2.0 0.0229
C 6.581971 6.503786 6.260503 0.6 0.0 0.5 -0.0576
C 13.347202 14.452551 13.555260 -0.6 -0.2 0.1 0.0077
H 9.613565 13.673380 15.434029 0.0 0.0 -0.3 0.0949
H 7.072572 13.292596 12.190095 0.4 -0.1 0.0 0.1794
H 8.407064 14.568919 14.520074 -0.1 -0.2 0.0 0.1139
H 13.266999 10.519817 14.935246 -0.3 -0.2 -0.9 0.1817
H 11.694875 14.763749 14.843409 -0.2 -0.5 -1.0 0.1438
H 5.519640 11.737367 11.941366 0.1 -0.6 -0.1 0.1520
H 14.827926 13.719167 12.164832 0.2 0.3 0.0 0.1324
H 5.564283 6.275806 6.554582 -0.2 0.3 0.0 0.1260
H 8.230758 12.787331 14.765882 0.4 0.6 -0.3 0.1079
H 12.490591 6.807893 10.925241 0.1 -0.3 0.2 0.0840
H 6.972583 5.665684 5.711976 0.1 -0.3 -0.3 0.1210
H 7.554701 7.736786 4.768663 0.3 0.0 -0.5 0.1238
H 14.013079 14.988700 14.226673 -0.1 -0.1 -0.1 0.1345
H 5.845325 10.111615 11.561359 0.0 -1.3 -0.2 0.1196
H 7.470735 5.965528 8.171174 0.2 -0.9 1.1 0.1389
H 5.916801 8.312335 5.120483 -0.1 -0.2 0.0 0.1321
H 7.615998 9.612948 6.451336 0.1 0.1 0.3 0.0716
H 13.254644 12.737782 10.680210 -0.5 0.2 0.8 0.0393
H 14.385600 8.333838 14.621839 0.4 -0.3 0.5 0.1453
```
Positions in Å, forces in eV/Å.

Output
Energy relative to the best compared isomer or geometry (same formula, charge and spin) ... 0.456 eV
Net charge ... +2
Kohn-Sham gap (alpha / beta) ... 5.422 / 5.421 eV
Highest occupied orbital energy (alpha / beta) ... -0.4582 / -0.4582 Eh
LUMO level (alpha / beta) ... -7.05 / -7.05 eV

No. 2
Below is a molecular structure, C37H48B2F2N6OPdSbSe4, with properties calculated with ωB97M-V/def2-TZVPD.

The geometry in XYZ format:
```
102
Properties=species:S:1:pos:R:3:forces:R:3:lowdin_charge:R:1
Sb -3.536212 1.298033 3.342592 -0.1 0.0 0.2 -0.1387
Pd -1.165362 0.044092 1.070427 0.2 -0.2 -1.3 0.5071
Se -4.639414 3.248847 2.487270 0.1 -0.1 0.0 -0.1588
Se -3.588798 0.879474 5.687536 0.0 0.0 0.0 -0.1737
Se -0.867930 1.792311 2.708966 -0.2 -0.2 0.2 0.6757
Se -3.575272 -0.764007 1.943410 0.0 0.3 0.0 0.0699
F -0.912172 -0.839928 4.001854 0.0 0.0 -0.1 0.0978
F 1.120791 -0.249160 3.238801 -0.1 -0.1 -0.1 0.1098
O -3.485806 -5.636092 -0.950019 0.0 0.0 0.0 0.0474
N 1.507168 -1.080768 -0.104051 0.1 -0.2 0.0 0.0512
N -3.363660 -4.666395 1.099436 0.0 0.0 0.0 0.1996
N -1.639770 -1.292893 -0.590796 -0.2 -0.2 0.5 -0.0032
N 1.826903 1.123741 0.381522 0.1 0.0 0.0 0.0474
N -2.771844 1.905127 -0.301919 0.1 0.0 -0.1 0.0105
N -5.079784 4.770771 -2.301933 0.0 0.0 0.0 0.0978
C -2.111300 -0.902229 -1.769308 0.0 0.1 -0.1 -0.1313
C 2.894772 -2.270261 -3.513329 0.0 0.0 0.0 -0.0566
C -2.358278 3.162494 -0.437591 -0.1 0.0 0.1 -0.1936
C 4.601018 2.144611 2.740100 0.0 0.0 0.0 -0.0565
C -3.300354 -2.949873 -2.083975 0.0 0.0 0.1 0.0205
C 2.693808 2.035109 4.353633 0.0 0.0 0.0 -0.0658
C 3.089566 1.924699 2.879627 0.1 0.0 0.0 -0.3678
C -4.317878 3.823116 -1.629478 0.0 0.0 0.0 -0.3310
C 0.706999 -3.361421 0.376774 0.2 -0.1 -0.1 -0.1525
C 0.176988 -4.561781 -0.093785 0.2 -0.1 0.0 -0.0502
C 0.931966 -3.192341 1.862139 0.1 0.0 0.0 -0.3524
C 2.107944 -4.071356 2.303406 0.0 0.0 0.0 -0.0471
C 1.309559 3.468726 -0.148362 0.0 0.0 0.0 -0.1413
C 3.032287 0.557104 -0.039344 0.0 0.0 0.0 -0.0740
C 1.065065 -2.373063 -0.547445 -0.1 0.1 0.0 -0.1173
C 2.257548 4.230629 2.364206 0.0 0.0 0.0 -0.0377
C 0.026253 -4.801727 -1.445557 0.1 -0.1 0.0 -0.0637
C 2.848716 -0.742560 -0.310794 0.0 0.0 -0.1 -0.0721
C 0.637082 -1.431904 -4.154238 0.0 0.0 0.0 -0.0588
C 0.999385 -2.640943 -1.930688 0.0 0.0 0.0 -0.1214
C 1.002241 3.236618 -1.622113 0.0 0.0 0.0 -0.3529
C -3.073736 4.144969 -1.092270 0.0 0.0 0.0 -0.0224
C -0.310551 -3.494594 2.698216 0.1 -0.1 0.1 -0.0589
C 0.464306 -3.852065 -2.353213 0.0 0.0 0.0 -0.0297
C 2.351374 2.898251 1.980119 0.0 0.0 0.0 -0.1539
C -3.255430 -4.663452 -0.252086 0.0 0.1 -0.1 -0.5036
C 2.307283 3.325116 -2.423478 0.0 0.0 0.0 -0.0525
C -2.933618 -1.703917 -2.551143 0.1 0.0 0.0 -0.0335
C -4.760684 2.509981 -1.487423 0.0 0.0 0.0 -0.0252
C 1.574125 -1.702442 -2.978858 0.0 0.0 0.0 -0.3665
C -3.966682 1.607520 -0.808245 0.0 0.0 0.0 -0.2006
C 1.812076 2.509982 0.742440 0.0 0.0 0.0 -0.1414
C -2.829406 -3.353999 -0.840653 -0.1 0.1 -0.1 -0.1220
C -1.990122 -2.508428 -0.147573 -0.2 0.2 0.0 -0.1855
C 0.238129 1.973637 -2.010665 0.0 -0.1 0.0 -0.0699
C 1.216412 4.788541 0.290967 0.0 0.0 0.0 -0.0488
C 1.659076 5.169384 1.544200 0.0 0.0 0.0 -0.0675
B 0.800250 0.092486 0.409969 -0.1 0.1 0.1 -0.4658
B -0.216250 -0.028021 3.207755 0.1 0.2 0.5 -1.2425
H 3.358724 -1.567782 -4.209674 0.0 0.0 0.0 0.0795
H -1.575524 -2.808450 0.802702 -0.3 0.1 -0.3 0.0561
H -4.316686 0.597171 -0.619836 0.0 0.0 0.0 0.0670
H 0.381182 4.086491 -1.921464 0.0 0.0 0.0 0.1207
H -2.688472 5.156580 -1.145467 0.0 0.0 0.0 0.1086
H 0.462405 -2.334657 -4.744139 0.0 0.0 0.0 0.0727
H -0.415266 -5.727720 -1.792445 0.0 0.0 0.0 0.1100
H 1.081652 -0.686715 -4.818041 0.0 0.0 0.0 0.0813
H -1.836788 0.091198 -2.094490 0.0 0.1 0.0 0.0997
H 2.306098 -3.929408 3.367759 0.0 0.0 0.0 0.0800
H -3.707864 -5.505984 1.532290 0.0 0.0 0.0 0.1159
H -4.883404 5.724707 -2.045196 0.0 0.0 0.0 0.0857
H 2.836484 4.257839 -2.221205 0.0 0.0 0.0 0.0789
H 2.965051 2.493017 -2.162332 0.0 0.0 0.0 0.0708
H 4.870866 3.156078 3.054908 0.0 0.0 0.0 0.0780
H -0.525247 1.731119 -1.273709 0.0 -0.1 -0.1 0.0284
H 2.100838 3.267097 -3.495458 0.0 0.0 0.0 0.0777
H 0.795736 5.530444 -0.379703 0.0 0.0 0.0 0.1111
H -6.068564 4.578912 -2.316275 0.0 0.0 0.0 0.0862
H -3.282223 -1.330305 -3.504191 0.0 0.0 0.0 0.1108
H -3.945218 -3.610371 -2.649160 0.0 0.0 0.0 0.1253
H 0.908511 1.119315 -2.099291 0.0 0.0 0.0 0.0609
H 5.147452 1.436847 3.367957 0.0 0.0 0.0 0.0795
H 1.612995 2.045768 4.481977 0.0 0.0 0.0 0.0599
H 2.861030 0.915757 2.545143 0.0 0.1 0.0 0.1112
H -1.410883 3.405215 0.032368 0.0 0.0 0.0 0.0887
H 3.937328 1.138644 -0.095977 0.0 0.0 0.0 0.1169
H -5.734618 2.209519 -1.855019 0.0 0.0 0.0 0.1076
H -3.391770 -3.806613 1.630637 0.0 0.0 0.0 0.0648
H 3.564930 -1.472294 -0.648582 0.0 0.0 0.0 0.1175
H 4.937370 2.015620 1.710375 0.0 0.0 0.0 0.0624
H 3.603619 -2.472787 -2.710628 0.0 0.0 0.0 0.0687
H 3.014984 -3.820387 1.749389 0.0 0.0 0.0 0.0794
H -0.126477 -5.318130 0.619714 0.0 0.0 0.0 0.1160
H -1.137248 -2.820519 2.467484 0.1 0.0 0.3 0.0361
H 1.793336 -0.752829 -2.497555 0.0 0.1 0.0 0.0999
H -0.650897 -4.523080 2.556888 0.0 0.0 0.0 0.0751
H 2.718372 -3.208902 -4.044702 0.0 0.0 0.0 0.0792
H -0.087693 -3.357461 3.757647 0.0 0.0 0.0 0.0918
H 0.390411 -4.057122 -3.414684 0.0 0.0 0.0 0.1094
H 3.101604 2.941248 4.809423 0.0 0.0 0.0 0.0730
H 2.642557 4.530510 3.331066 0.0 0.0 0.0 0.1106
H -0.328039 -1.059655 -3.822169 -0.1 0.1 0.0 0.0572
H 3.090076 1.181825 4.906924 0.0 0.0 0.0 0.0849
H 1.556143 6.196713 1.871101 0.0 0.0 0.0 0.1014
H -0.247383 2.124394 -2.979546 0.0 0.0 0.0 0.0928
H 1.892168 -5.129875 2.134877 0.0 0.0 0.0 0.0776
H 1.219593 -2.160737 2.035287 0.0 0.1 0.0 0.1065
```
Positions in Å, forces in eV/Å.

Output
Net charge ... -1
Kohn-Sham gap ... 6.595 eV
Highest occupied orbital energy ... -0.1616 Eh
LUMO level ... 2.20 eV